Entry 1:
The following is a quantum chemistry calculation of one molecule with the formula C6H12ClN at a distorted geometry, from OMol25.

Positions of all 20 atoms, in Å:
N -2.2589 -1.5103 -0.4448
C -2.3157 -1.2461 1.1927
C -1.3255 -0.3280 1.3613
C 0.1156 -0.8943 1.3204
C 0.4282 -0.0343 0.0122
C 1.8554 0.4901 -0.1118
Cl 2.1282 1.4245 -1.6634
C -0.9405 0.7376 0.2510
H -1.4913 -2.2181 -0.3514
H -1.8535 -0.6517 -0.9073
H -3.3003 -0.6757 1.3524
H -2.4922 -2.4586 1.6602
H -1.3461 0.0666 2.3903
H 0.5998 -0.6549 2.1883
H 0.2803 -1.9424 1.1966
H 0.1169 -0.9045 -0.8169
H 2.5368 -0.4474 -0.0042
H 1.9448 1.4420 0.5780
H -0.6946 1.7188 0.6926
H -1.5722 0.7320 -0.7428

Properties
- total energy (Eh) = -750.5922
- ΔE to the lowest compared entry with this formula, charge and spin (kJ/mol) = 474.5
- HOMO level (eV) = -9.37
- orbital gap (eV) = 10.20
- molar mass (g mol⁻¹) = 133.6
- SMILES string = NC[C@H]1C[C@H](CCl)C1

Just the natural (NBO) charges please, in e? Sure, here they are: N -0.840; C -0.212; C -0.287; C -0.396; C -0.224; C -0.378; Cl -0.100; C -0.389; H 0.334; H 0.339; H 0.199; H 0.232; H 0.213; H 0.199; H 0.196; H 0.205; H 0.244; H 0.234; H 0.226; H 0.207

Entry 2:
The following is a quantum chemistry calculation of one molecule with the formula C11H20N4O4S at a distorted geometry, from OMol25.

Positions of all 40 atoms, in Å:
C 4.1189 3.2231 0.0015
N 2.8685 2.6518 0.6885
C 1.6779 3.2590 0.8129
O 1.5485 4.4822 0.5630
C 0.3749 2.3599 1.1993
C -0.3656 2.6592 2.5677
S -1.8944 1.6879 2.6740
N 0.6606 0.9146 1.0673
C 0.2133 0.1909 0.0501
O -0.2919 0.6451 -0.9951
C 0.6259 -1.3048 0.1811
C -0.3762 -2.3281 -0.2978
C -1.7762 -2.1688 0.3620
C -1.6589 -2.2469 1.8957
N -2.5228 -1.4494 2.5514
O -0.6823 -2.8157 2.4697
N 1.8852 -1.4841 -0.6373
C 3.0207 -0.8803 -0.3976
C 4.1364 -0.9035 -1.4181
O 3.1653 -0.1420 0.5807
H 4.9394 2.5052 0.0746
H 4.0206 3.4863 -1.0954
H 4.3253 4.1154 0.5320
H 3.0428 1.7886 1.1816
H -0.2896 2.6285 0.4281
H -0.5538 3.7075 2.6214
H 0.2836 2.3777 3.3676
H -2.4735 2.2986 3.7411
H 1.4561 0.6305 1.5965
H 0.8181 -1.4753 1.1418
H -0.5320 -2.1129 -1.2885
H 0.1187 -3.3466 -0.0408
H -2.2739 -1.2485 0.0878
H -2.4681 -2.8427 -0.1079
H -2.3629 -1.2622 3.5431
H -3.0477 -0.6998 1.9971
H 1.8130 -1.9337 -1.5270
H 3.7589 -1.0519 -2.3536
H 4.7199 -1.8156 -1.3167
H 4.8802 -0.1015 -1.3616

Properties
- total energy (Eh) = -1349.3440
- ΔE to the lowest compared entry with this formula, charge and spin (kJ/mol) = 85.1
- HOMO level (eV) = -9.23
- orbital gap (eV) = 9.69
- molar mass (g mol⁻¹) = 304.4
- SMILES string = CNC(=O)[C@H](CS)NC(=O)[C@@H](CCC(N)=O)NC(C)=O

Just the natural (NBO) charges please, in e? Sure, here they are: C -0.407; N -0.617; C 0.666; O -0.641; C -0.133; C -0.501; S -0.072; N -0.620; C 0.674; O -0.636; C -0.115; C -0.392; C -0.507; C 0.667; N -0.806; O -0.651; N -0.573; C 0.690; C -0.696; O -0.711; H 0.209; H 0.213; H 0.211; H 0.420; H 0.252; H 0.239; H 0.207; H 0.142; H 0.427; H 0.223; H 0.217; H 0.241; H 0.223; H 0.243; H 0.413; H 0.408; H 0.398; H 0.215; H 0.234; H 0.244

Entry 3:
The following is a quantum chemistry calculation of C40H52FeN5PS2Sb as an isolated structure at a distorted geometry, from OMol25.

Positions of all 102 atoms, in Å:
Fe 2.3407 1.3921 0.4031
C 0.7444 2.3383 2.8130
N 0.7235 2.6349 1.3585
C 0.7488 4.0383 0.8776
C 1.5499 4.0317 -0.3917
N 2.3345 2.9974 -0.7544
C 2.7521 3.2532 -2.0495
C 3.3364 2.3629 -2.9378
C 3.1396 2.6129 -4.2864
C 2.5499 3.8376 -4.7402
C 2.1751 4.8402 -3.8061
C 2.2361 4.5156 -2.4836
N 1.5319 4.9744 -1.3103
C 2.0811 1.7731 3.2510
N 3.0108 1.3769 2.3641
C 4.0458 0.7839 3.1808
C 5.3259 0.3938 2.8157
C 6.3289 0.3882 3.7948
C 6.0263 0.6507 5.1649
C 4.6908 0.8679 5.5692
C 3.7219 0.9394 4.5457
N 2.4266 1.5365 4.5364
H -0.0249 1.5819 3.0607
H 0.5936 3.2651 3.4118
H -0.0845 2.1561 0.9744
H 1.1827 4.6997 1.6219
H -0.2738 4.4117 0.7270
H 3.9468 1.4918 -2.6756
H 3.4677 1.8726 -4.9964
H 2.4264 4.0497 -5.7840
H 1.8338 5.8296 -4.1111
H 1.0732 5.8977 -1.1688
H 5.5270 0.1290 1.7918
H 7.3320 0.1754 3.5379
H 6.8270 0.6282 5.8942
H 4.4422 1.0856 6.5920
H 1.8558 1.7045 5.3720
S 0.8706 -1.9226 1.8102
P 1.6689 -1.8047 0.0052
S 1.4159 -0.0374 -0.9367
C 3.4848 -1.9485 0.0592
C 3.9647 -3.0170 0.8244
C 5.2506 -3.4901 0.6474
C 6.0541 -2.9658 -0.3721
C 5.6623 -1.7798 -0.9751
C 4.3561 -1.2442 -0.7413
C 1.0901 -3.1850 -0.9447
C 1.4465 -3.2944 -2.2997
C 0.9390 -4.3221 -3.0824
C 0.1978 -5.3489 -2.4910
C 0.0973 -5.3451 -1.0999
C 0.5113 -4.2732 -0.3306
H 3.3999 -3.5166 1.6098
H 5.5816 -4.3062 1.2885
H 7.0355 -3.3960 -0.5520
H 6.3648 -1.3145 -1.6490
H 4.1039 -0.2443 -1.1477
H 2.0436 -2.4854 -2.7806
H 1.2256 -4.3421 -4.1207
H -0.2291 -6.1574 -3.0845
H -0.2781 -6.2157 -0.5347
H 0.2581 -4.2246 0.7217
C -5.0523 2.0139 1.6042
C -5.0533 1.7748 0.0870
C -6.4034 1.3489 -0.5021
C -4.3305 2.8816 -0.6358
Sb -3.7662 -0.2405 -0.1430
C -3.2263 -0.6812 -2.2614
C -2.7276 -2.1235 -2.3379
C -4.5048 -0.4481 -3.1005
C -2.1676 0.2789 -2.7843
C -4.3080 -1.9289 1.4092
C -3.2862 -3.0418 1.1749
C -5.7391 -2.2896 1.1236
C -4.1128 -1.2182 2.7369
H -5.5046 2.9835 1.8376
H -4.0505 2.0591 2.0875
H -5.6244 1.2409 2.1908
H -6.4247 0.4904 -1.1594
H -6.8188 2.1364 -1.1410
H -7.1042 1.2497 0.3355
H -4.8767 3.8453 -0.5149
H -4.2521 2.7004 -1.6949
H -3.3686 3.1600 -0.2566
H -3.5127 -2.8050 -2.1401
H -1.8919 -2.2634 -1.6596
H -2.2848 -2.2830 -3.3328
H -5.4020 -0.9317 -2.7648
H -4.3862 -0.9646 -4.0807
H -4.7740 0.5814 -3.3060
H -1.2801 0.2752 -2.1456
H -2.5429 1.3484 -2.8150
H -1.8629 -0.0498 -3.7696
H -3.3977 -3.5770 0.2325
H -3.4431 -3.8023 1.9350
H -2.3058 -2.6326 1.3010
H -5.9935 -2.7637 0.1544
H -6.4326 -1.4116 1.2388
H -6.1438 -3.0266 1.8063
H -3.0929 -0.8594 2.8119
H -4.2139 -1.9780 3.5001
H -4.7981 -0.3853 2.9922

Properties
- total energy (Eh) = -4470.4063
- ΔE to the lowest compared entry with this formula, charge and spin (kJ/mol) = 0.0
- HOMO level (spin up / spin down) (eV) = -12.29 / -12.33
- charge = +2
- orbital gap (spin up / spin down) (eV) = 7.23 / 5.57
- molar mass (g mol⁻¹) = 875.6
- 2S+1 = 6

Mulliken atomic charge list, values in e, 99 entries: Fe -0.275; C -0.749; N 0.090; C -0.548; C 0.056; N 0.071; C 0.825; C -0.408; C -0.696; C -0.655; C -0.832; C 0.199; N -0.050; C 0.352; N 0.089; C 0.727; C -0.410; C -0.764; C -0.539; C -0.892; C 0.261; N -0.056; H 0.275; H 0.448; H 0.064; H 0.359; H 0.404; H 0.242; H 0.469; H 0.449; H 0.417; H 0.291; H 0.365; H 0.472; H 0.400; H 0.427; H 0.267; S -0.497; P 1.720; S -0.290; C 0.528; C -1.044; C -0.588; C -0.736; C -0.474; C 0.139; C 0.713; C -0.805; C -0.695; C -0.564; C -0.502; C -0.496; H 0.398; H 0.447; H 0.392; H 0.453; H -0.152; H 0.274; H 0.464; H 0.469; H 0.382; H 0.392; C -1.642; C 1.430; C -1.387; C -1.650; Sb 0.819; C 1.583; C -1.874; C -1.742; C -1.566; C 1.184; C -1.856; C -1.410; C -1.484; H 0.514; H 0.304; H 0.341; H 0.262; H 0.406; H 0.401; H 0.482; H 0.379; H 0.301; H 0.416; H 0.339; H 0.556; H 0.453; H 0.429; H 0.376; H 0.199; H 0.238; H 0.533; H 0.310; H 0.568; H 0.496; H 0.346; H 0.313; H 0.447

Entry 4:
The following is a quantum chemistry calculation of a 2-piece molecular cluster, C2H6BNO2 overall at a distorted geometry, from OMol25.

Positions of all 12 atoms, in Å:
B 1.4427 -0.0359 -0.2584
C -1.7267 -0.4359 0.2465
C 0.2478 0.2021 -1.1788
N -2.8184 0.0748 0.1594
O 1.9777 1.0121 0.4511
O 1.6887 -1.2899 -0.0309
H -1.0942 -1.0088 0.8911
H -0.0970 -0.4848 -1.9043
H -0.2494 1.1196 -1.3623
H -3.6797 0.1578 0.6938
H 2.7492 0.5519 0.8631
H 2.1861 -1.5158 0.6885

Properties
- total energy (Eh) = -309.8326
- ΔE to the lowest compared entry with this formula, charge and spin (kJ/mol) = 332.6
- HOMO level (spin up / spin down) (eV) = -7.33 / -7.72
- orbital gap (spin up / spin down) (eV) = 7.66 / 8.06
- molar mass (g mol⁻¹) = 86.9

Just the natural (NBO) charges please, in e? Sure, here they are: B 0.966; C 0.232; C -0.726; N -0.656; O -0.852; O -0.863; H 0.169; H 0.198; H 0.197; H 0.398; H 0.462; H 0.476

Entry 5:
The following is a quantum chemistry calculation of C31H15Br4Cl5IrO3SSi as an isolated structure at a distorted geometry, from OMol25.

Positions of all 61 atoms, in Å:
Ir -0.2556 -0.1020 -0.3741
Cl -1.4370 -0.6214 2.5622
C -1.1850 -2.1106 1.7265
C -0.6098 -2.0263 0.4612
C -0.3818 -3.2247 -0.2057
Cl 0.3564 -3.1594 -1.7659
C -0.7406 -4.4730 0.3428
Cl -0.4266 -5.9295 -0.5140
C -1.3477 -4.5055 1.5921
Cl -1.8253 -6.0146 2.2713
C -1.5649 -3.3360 2.3061
Cl -2.2811 -3.3762 3.8647
Br 6.9622 -0.6166 -0.5021
C 5.1368 -0.4035 -1.0224
C 4.8068 -0.2752 -2.3671
Br 6.1838 -0.3692 -3.6844
C 3.4898 -0.1187 -2.7468
Br 3.0162 0.0483 -4.5795
C 2.4322 -0.1052 -1.8171
O 1.2192 0.0079 -2.1615
C 2.7768 -0.2662 -0.3991
O 1.8717 -0.3176 0.4715
C 4.1456 -0.3835 -0.0683
Br 4.5378 -0.5543 1.7768
S -3.4543 -0.8340 -1.2863
C -2.1174 0.0232 -1.1694
O 0.0604 2.0406 0.1852
Si -0.6116 3.3927 -0.2128
C -0.8135 4.4912 1.3354
C -1.3413 5.7743 1.2827
C -1.4555 6.5486 2.4238
C -1.0355 6.0497 3.6459
C -0.5102 4.7701 3.7173
C -0.4067 4.0044 2.5701
C 0.3924 4.4348 -1.4645
C 1.7754 4.3128 -1.5157
C 2.5389 5.0681 -2.3888
C 1.9229 5.9728 -3.2368
C 0.5451 6.1041 -3.2093
C -0.2068 5.3394 -2.3338
C -2.3279 3.1890 -1.0094
C -2.4188 2.6905 -2.3058
C -3.6475 2.4552 -2.8973
C -4.8106 2.6888 -2.1840
C -4.7382 3.1692 -0.8872
C -3.5043 3.4216 -0.3131
H -1.6735 6.1751 0.3329
H -1.8738 7.5474 2.3668
H -1.1143 6.6577 4.5386
H -0.1831 4.3736 4.6698
H -0.0045 3.0040 2.6202
H 2.2554 3.6041 -0.8568
H 3.6151 4.9545 -2.4143
H 2.5141 6.5703 -3.9199
H 0.0570 6.8030 -3.8793
H -1.2850 5.4406 -2.3341
H -1.5126 2.4721 -2.8526
H -3.6991 2.0516 -3.8994
H -5.7732 2.4813 -2.6322
H -5.6456 3.3347 -0.3193
H -3.4528 3.7812 0.7060

Properties
- total energy (Eh) = -14805.1705
- ΔE to the lowest compared entry with this formula, charge and spin (kJ/mol) = 164.2
- HOMO level (spin up / spin down) (eV) = -1.33 / -1.30
- charge = -2
- orbital gap (spin up / spin down) (eV) = 5.09 / 5.10
- molar mass (g mol⁻¹) = 1184.7
- 2S+1 = 2

Just the natural (NBO) charges please, in e? Sure, here they are: Ir 1.053; Cl 0.041; C -0.114; C -0.157; C -0.104; Cl 0.049; C -0.088; Cl 0.023; C -0.103; Cl 0.009; C -0.101; Cl 0.022; Br 0.008; C -0.177; C -0.158; Br 0.008; C -0.224; Br 0.012; C 0.277; O -0.748; C 0.359; O -0.736; C -0.237; Br 0.015; S 0.079; C -0.188; O -1.279; Si 1.913; C -0.386; C -0.216; C -0.243; C -0.221; C -0.230; C -0.215; C -0.391; C -0.206; C -0.221; C -0.217; C -0.243; C -0.225; C -0.487; C -0.194; C -0.226; C -0.230; C -0.232; C -0.150; H 0.203; H 0.193; H 0.191; H 0.200; H 0.239; H 0.232; H 0.206; H 0.192; H 0.192; H 0.202; H 0.229; H 0.205; H 0.196; H 0.194; H 0.203

Entry 6:
The following is a quantum chemistry calculation of C5H6N2O3S2 as an isolated structure at a distorted geometry, from OMol25.

Positions of all 18 atoms, in Å:
C -0.2163 0.5906 -0.3589
C -0.6105 -1.5219 -1.3965
C 1.1403 0.4209 -1.0985
C 2.4539 0.2030 0.2622
C -2.3885 -0.5993 -0.0810
N -1.0253 -0.5405 -0.5896
N 1.3233 1.6389 -1.9375
O 2.2308 2.3933 -1.7833
O -0.5134 1.5403 0.3445
O 0.5040 1.5717 -2.8352
S -1.4247 -2.8116 -1.9226
S 0.9476 -0.9895 -2.1524
H 3.3021 0.8430 0.0246
H 2.7132 -0.8783 0.3388
H 2.2381 0.5528 1.2457
H -2.5024 -1.4619 0.4258
H -2.7713 0.3724 0.4231
H -3.0558 -0.6314 -0.8737

Properties
- total energy (Eh) = -1325.5823
- ΔE to the lowest compared entry with this formula, charge and spin (kJ/mol) = 88.0
- HOMO level (eV) = -9.39
- orbital gap (eV) = 8.80
- molar mass (g mol⁻¹) = 206.2

Just the natural (NBO) charges please, in e? Sure, here they are: C 0.691; C -0.067; C -0.207; C -0.561; C -0.414; N -0.475; N 0.520; O -0.313; O -0.528; O -0.372; S -0.011; S 0.375; H 0.233; H 0.224; H 0.223; H 0.217; H 0.247; H 0.218